# 1
Computed, not measured: 2 unconnected molecules or ions with the total composition C60H74N5O3, with wB97M-V/def2-TZVPD.

Last column: Mulliken charge in e.
CARTESIAN COORDINATES (ANGSTROEM)
C1 -0.10 -4.28 6.48  -0.959
N1 0.41 -3.58 5.32  0.208
C2 1.70 -3.14 5.31  0.062
O1 2.45 -3.10 6.29  -0.655
C3 2.03 -2.69 3.89  -0.307
C4 3.12 -3.60 3.30  -0.141
C5 4.44 -3.49 4.04  0.518
C6 5.08 -4.64 4.53  -0.384
C7 6.25 -4.52 5.29  -0.615
C8 6.81 -3.26 5.53  -0.460
C9 6.20 -2.12 4.99  -0.715
C10 5.03 -2.23 4.24  -0.234
N2 0.70 -2.77 3.25  0.788
C11 0.42 -2.17 2.07  -1.148
C12 -0.58 -2.62 1.21  -0.567
C13 -1.14 -1.98 0.09  0.712
C14 -2.32 -2.59 -0.49  0.191
C15 -3.19 -3.44 0.25  -0.307
C16 -4.28 -4.08 -0.36  -0.962
N3 -4.98 -5.09 0.36  0.996
O2 -5.92 -5.69 -0.21  -0.590
O3 -4.61 -5.35 1.53  -0.592
C17 -4.62 -3.83 -1.71  -0.848
C18 -3.80 -2.97 -2.44  -0.562
C19 -2.64 -2.45 -1.86  0.789
C20 -0.20 -3.67 4.00  0.361
C21 -0.12 -5.11 3.49  -1.401
C22 -1.67 -3.23 4.06  -1.131
H1 0.48 -3.96 7.34  0.376
H2 -1.15 -4.04 6.62  0.281
H3 0.01 -5.37 6.36  0.343
H4 2.38 -1.65 3.91  0.581
H5 2.77 -4.65 3.33  0.136
H6 3.26 -3.32 2.23  0.323
H7 4.62 -5.61 4.35  0.317
H8 6.71 -5.42 5.70  0.374
H9 7.72 -3.17 6.12  0.376
H10 6.63 -1.13 5.16  0.370
H11 4.53 -1.35 3.83  0.340
H12 1.06 -1.32 1.79  0.972
H13 -0.93 -3.64 1.41  0.843
H14 -0.57 -1.18 -0.39  0.101
H15 -3.00 -3.66 1.30  0.337
H16 -5.49 -4.32 -2.13  0.517
H17 -4.06 -2.73 -3.47  0.564
H18 -1.91 -1.92 -2.46  -0.504
H19 0.89 -5.52 3.61  0.375
H20 -0.82 -5.72 4.06  0.499
H21 -0.40 -5.17 2.43  0.237
H22 -1.76 -2.21 4.46  0.322
H23 -2.14 -3.28 3.08  0.096
H24 -2.20 -3.92 4.72  0.621
C23 -1.91 0.39 2.02  -1.024
C24 -2.88 1.46 1.55  1.658
C25 -4.07 0.87 0.78  -1.660
C26 -3.42 2.19 2.81  -1.881
C27 -2.14 2.48 0.67  0.281
C28 -2.89 3.53 0.11  -0.224
C29 -2.26 4.74 -0.19  -1.109
C30 -0.96 4.96 0.26  0.026
C31 -0.20 3.92 0.83  0.547
C32 1.02 4.32 1.69  1.861
C33 2.19 4.64 0.76  -1.492
C34 1.34 3.25 2.75  -1.495
C35 0.70 5.61 2.47  -1.784
C36 -0.72 2.60 0.60  -0.942
N4 0.08 1.57 -0.03  1.684
C37 -0.30 1.08 -1.30  -0.030
C38 -1.45 0.37 -1.61  0.056
C39 -2.05 0.67 -2.94  0.538
C40 -2.15 -0.15 -4.09  0.200
C41 -2.45 0.39 -5.34  -1.175
C42 -2.74 1.74 -5.47  -0.977
C43 -2.77 2.56 -4.33  -0.361
C44 -2.53 1.99 -3.09  0.200
N5 0.80 1.22 -2.15  1.721
C45 0.84 1.29 -3.61  -0.931
C46 0.76 2.55 -4.27  0.113
C47 0.92 3.94 -3.58  2.374
C48 0.53 5.11 -4.49  -2.367
C49 2.39 4.15 -3.18  -1.620
C50 0.01 4.05 -2.38  -0.728
C51 0.60 2.56 -5.66  -0.281
C52 0.81 1.42 -6.42  -1.524
C53 1.11 0.24 -5.78  -0.381
C54 1.08 0.13 -4.38  0.409
C55 1.39 -1.31 -3.87  2.255
C56 0.58 -2.32 -4.70  -1.717
C57 1.04 -1.55 -2.42  -1.453
C58 2.89 -1.56 -4.08  -1.878
C59 1.91 1.45 -1.34  -1.648
C60 1.49 1.65 -0.09  -1.879
H25 -1.29 0.75 2.85  0.549
H26 -2.43 -0.52 2.35  0.603
H27 -1.23 0.11 1.21  -0.837
H28 -4.90 1.59 0.74  0.514
H29 -3.80 0.63 -0.26  0.216
H30 -4.43 -0.05 1.26  0.402
H31 -4.10 3.00 2.54  0.392
H32 -3.96 1.49 3.46  0.487
H33 -2.59 2.62 3.39  0.330
H34 -3.97 3.41 -0.08  0.386
H35 -2.81 5.54 -0.71  0.403
H36 -0.53 5.96 0.18  0.298
H37 1.91 5.45 0.07  0.193
H38 3.06 4.96 1.35  0.584
H39 2.48 3.77 0.15  0.287
H40 0.59 3.31 3.55  0.325
H41 1.32 2.23 2.37  0.070
H42 2.32 3.46 3.18  0.381
H43 -0.20 5.48 3.08  0.408
H44 1.53 5.83 3.15  0.452
H45 0.57 6.47 1.81  0.363
H46 -2.10 0.15 -0.76  -0.791
H47 -2.03 -1.24 -4.03  0.481
H48 -2.44 -0.27 -6.22  0.428
H49 -2.96 2.17 -6.45  0.367
H50 -2.99 3.62 -4.41  0.411
H51 -2.65 2.57 -2.16  0.276
H52 -0.51 5.02 -4.83  0.424
H53 0.61 6.05 -3.94  0.379
H54 1.19 5.19 -5.36  0.506
H55 2.74 3.37 -2.50  0.134
H56 3.02 4.12 -4.08  0.440
H57 2.52 5.13 -2.70  0.393
H58 0.32 3.44 -1.55  -0.479
H59 -0.01 5.09 -2.02  0.912
H60 -1.01 3.76 -2.64  -0.380
H61 0.33 3.48 -6.18  0.476
H62 0.73 1.46 -7.51  0.413
H63 1.36 -0.63 -6.39  0.310
H64 0.97 -2.43 -5.72  0.488
H65 0.59 -3.31 -4.22  0.454
H66 -0.47 -2.00 -4.77  0.249
H67 1.74 -1.09 -1.72  0.552
H68 0.04 -1.14 -2.25  -0.375
H69 0.99 -2.62 -2.19  0.673
H70 3.48 -0.85 -3.49  0.334
H71 3.16 -2.57 -3.76  0.467
H72 3.16 -1.44 -5.14  0.352
H73 2.91 1.44 -1.76  0.764
H74 2.09 1.81 0.79  1.334

## Properties
Charge: +1
Energy relative to the best compared isomer or geometry (same formula, charge and spin) (kJ/mol): 0.0
Total energy (eV): -77001.3762


# 2
Computed, not measured: 16 unconnected molecules or ions with the total composition C61H104F3N3O26, with wB97M-V/def2-TZVPD.

Last column: Mulliken charge in e.
CARTESIAN COORDINATES (ANGSTROEM)
C1 0.24 -0.57 0.38  0.148
N1 1.03 -0.72 -0.86  1.229
O1 0.72 -1.55 -1.73  -0.416
O2 2.00 0.02 -0.96  -0.379
H1 1.03 -0.78 1.10  -0.512
H2 -0.67 -1.16 0.49  0.170
H3 -0.06 0.48 0.47  -0.206
C2 2.35 3.54 -0.65  -0.357
N2 1.03 3.96 -1.07  0.767
O3 1.07 5.09 -1.50  -0.570
O4 0.08 3.14 -1.17  -0.275
H4 2.96 3.02 -1.39  0.275
H5 2.05 2.80 0.10  -0.010
H6 2.78 4.46 -0.25  0.181
C3 -3.78 -4.14 0.97  -0.627
N3 -5.11 -3.53 0.54  1.114
O5 -5.11 -2.43 0.05  -0.528
O6 -6.05 -4.26 0.68  -0.629
H7 -3.69 -4.17 2.05  0.317
H8 -2.99 -3.49 0.60  0.018
H9 -3.71 -5.08 0.41  0.355
O7 4.39 -3.29 0.02  -0.504
C4 5.61 -3.07 -0.02  0.792
O8 6.19 -1.94 -0.13  -0.366
C5 5.57 -0.80 -0.73  0.145
C6 4.86 0.03 0.30  0.211
C7 6.61 -4.20 0.18  -1.278
H10 4.98 -1.35 -1.46  0.049
H11 6.25 -0.20 -1.33  0.170
H12 5.61 0.20 1.08  0.492
H13 4.04 -0.53 0.73  -0.538
H14 4.58 1.04 -0.02  -0.153
H15 7.47 -3.82 0.73  0.390
H16 7.00 -4.57 -0.77  0.289
H17 6.08 -5.00 0.72  0.305
O9 -4.40 -3.32 -4.13  -0.562
C8 -4.63 -2.28 -4.71  0.131
O10 -5.29 -2.17 -5.87  -0.344
C9 -5.67 -3.39 -6.49  -0.275
C10 -7.04 -3.96 -5.97  -1.011
C11 -4.15 -0.98 -4.21  0.020
H18 -4.94 -4.16 -6.27  0.269
H19 -5.59 -3.28 -7.58  0.393
H20 -7.03 -3.79 -4.89  0.288
H21 -7.21 -4.99 -6.27  0.333
H22 -7.84 -3.36 -6.41  0.295
H23 -4.50 -0.12 -4.79  0.309
H24 -3.07 -0.95 -4.12  0.071
H25 -4.48 -0.82 -3.18  0.115
O11 -0.63 -0.74 4.79  -0.230
C12 -0.38 -1.37 5.82  0.774
O12 -1.02 -2.48 6.24  -0.389
C13 -2.07 -2.95 5.38  0.679
C14 -2.78 -4.11 6.08  -1.601
C15 0.75 -0.96 6.73  -1.162
H26 -1.65 -3.40 4.49  -0.047
H27 -2.74 -2.12 5.14  0.024
H28 -3.21 -3.99 7.07  0.411
H29 -2.05 -4.87 6.37  0.382
H30 -3.66 -4.51 5.59  0.373
H31 1.56 -1.67 6.60  0.199
H32 0.32 -0.88 7.73  0.475
H33 1.18 0.04 6.62  0.175
O13 -3.20 3.98 6.21  -0.627
C16 -3.65 3.01 5.58  0.236
O14 -4.81 2.93 4.90  -0.198
C17 -5.76 4.03 4.91  -0.333
C18 -6.46 4.37 6.29  -1.070
C19 -2.86 1.75 5.40  -0.401
H34 -6.42 3.83 4.07  0.354
H35 -5.19 4.91 4.62  0.307
H36 -5.65 4.69 6.95  0.300
H37 -6.96 3.49 6.69  0.273
H38 -7.20 5.18 6.25  0.381
H39 -2.42 1.74 4.40  0.179
H40 -3.42 0.83 5.60  0.164
H41 -2.01 1.82 6.08  0.384
O15 -5.27 -2.65 3.14  -0.570
C20 -5.64 -1.54 3.49  0.701
O16 -6.46 -1.27 4.48  -0.225
C21 -7.05 -2.33 5.19  -0.169
C22 -8.55 -2.40 4.95  -1.246
C23 -5.23 -0.27 2.81  -0.569
H42 -6.82 -2.08 6.23  0.352
H43 -6.63 -3.32 5.08  0.235
H44 -9.11 -3.16 5.50  0.386
H45 -8.69 -2.69 3.91  0.316
H46 -9.03 -1.43 5.09  0.286
H47 -4.83 0.36 3.60  0.067
H48 -5.94 0.21 2.13  0.275
H49 -4.34 -0.45 2.20  0.163
O17 5.47 -0.07 -4.01  -0.354
C24 6.15 0.53 -4.84  0.677
O18 6.87 0.02 -5.83  -0.322
C25 7.06 -1.39 -6.07  0.074
C26 7.94 -1.61 -7.24  -1.305
C27 6.03 2.07 -4.87  -1.040
H50 6.05 -1.76 -6.25  0.166
H51 7.45 -1.95 -5.22  0.258
H52 8.85 -1.06 -6.99  0.312
H53 7.52 -1.23 -8.17  0.308
H54 8.16 -2.65 -7.46  0.387
H55 6.87 2.55 -4.37  0.381
H56 5.15 2.48 -4.36  0.105
H57 6.06 2.45 -5.89  0.385
O19 -1.51 -6.77 -1.03  -0.644
C28 -1.31 -5.54 -1.23  0.238
O20 -0.49 -4.62 -0.51  0.200
C29 0.26 -5.04 0.58  -0.846
C30 0.57 -3.84 1.36  0.255
C31 -2.02 -4.89 -2.35  -0.388
H58 1.20 -5.41 0.17  0.276
H59 -0.20 -5.83 1.17  0.417
H60 1.41 -3.29 0.93  -0.251
H61 0.86 -4.07 2.39  0.308
H62 -0.35 -3.26 1.44  -0.123
H63 -1.40 -4.18 -2.90  0.139
H64 -2.88 -4.45 -1.85  -0.024
H65 -2.39 -5.61 -3.08  0.436
O21 -4.66 3.55 -0.05  -0.580
C32 -5.13 2.54 -0.53  0.835
O22 -4.46 1.67 -1.32  -0.084
C33 -3.31 2.08 -2.04  -0.547
C34 -2.20 1.05 -1.78  -0.670
C35 -6.52 2.21 -0.11  -1.131
H66 -2.91 3.03 -1.65  0.492
H67 -3.45 2.15 -3.11  0.223
H68 -1.35 1.23 -2.43  0.047
H69 -2.58 0.07 -2.08  0.362
H70 -1.89 1.01 -0.74  0.203
H71 -6.66 2.02 0.95  0.153
H72 -6.94 1.42 -0.73  0.295
H73 -7.06 3.09 -0.46  0.364
O23 0.88 8.39 2.72  -0.591
C36 1.38 7.69 1.82  0.605
O24 1.01 6.35 1.59  -0.147
C37 0.00 5.69 2.40  -0.578
C38 -0.78 4.71 1.55  -0.601
C39 2.57 8.10 0.93  -0.874
H74 -0.57 6.43 2.97  0.444
H75 0.48 5.24 3.28  0.244
H76 -1.15 5.12 0.62  0.267
H77 -1.67 4.60 2.17  0.511
H78 -0.38 3.70 1.46  -0.133
H79 3.46 7.57 1.29  0.179
H80 2.78 9.17 0.92  0.381
H81 2.51 7.83 -0.12  0.270
O25 2.39 0.77 2.26  -0.368
C40 2.05 0.57 3.45  0.670
O26 2.12 -0.65 4.06  -0.087
C41 2.94 -1.61 3.51  0.734
C42 2.73 -2.88 4.21  -1.819
C43 1.48 1.75 4.28  -0.872
H82 3.95 -1.29 3.76  0.221
H83 2.77 -1.65 2.43  -0.254
H84 3.04 -2.75 5.25  0.518
H85 3.47 -3.62 3.91  0.418
H86 1.70 -3.21 4.35  0.283
H87 0.50 1.46 4.67  -0.015
H88 1.37 2.67 3.71  0.162
H89 2.09 1.96 5.16  0.358
F1 8.29 2.36 0.22  -0.303
C44 7.45 3.43 0.23  0.075
C45 7.96 4.55 0.90  -0.320
C46 7.35 5.81 0.81  -0.526
C47 6.21 5.94 -0.03  -0.669
C48 5.68 4.81 -0.70  -0.373
C49 6.36 3.62 -0.62  -0.253
H90 8.86 4.43 1.49  0.397
H91 7.80 6.63 1.35  0.385
H92 5.82 6.94 -0.18  0.493
H93 4.77 4.97 -1.25  0.643
H94 6.02 2.76 -1.17  0.470
F2 -1.78 0.97 -5.52  -0.303
C50 -0.65 1.64 -5.32  -0.191
C51 -0.64 3.03 -5.25  -0.016
C52 0.55 3.70 -5.16  -0.607
C53 1.71 2.98 -5.18  -0.503
C54 1.74 1.60 -5.21  -0.565
C55 0.57 0.92 -5.30  0.063
H95 -1.58 3.55 -5.22  0.438
H96 0.60 4.77 -5.01  0.408
H97 2.68 3.46 -5.16  0.404
H98 2.73 1.18 -5.30  0.445
H99 0.54 -0.16 -5.39  0.389
F3 2.26 -1.74 -6.69  -0.352
C56 2.15 -2.71 -5.74  0.159
C57 2.38 -2.28 -4.47  0.602
C58 2.47 -3.26 -3.44  -0.737
C59 2.07 -4.56 -3.75  -0.614
C60 1.83 -5.00 -5.05  -0.713
C61 1.87 -4.06 -6.06  -0.823
H100 2.46 -1.24 -4.19  0.516
H101 2.58 -3.10 -2.37  0.607
H102 2.31 -5.33 -3.03  0.470
H103 1.86 -6.06 -5.28  0.431
H104 1.73 -4.39 -7.08  0.446

## Properties
Total energy (eV): -130791.0302


Number 1: maximum force 3.7 eV/A, E_HOMO -9.521 eV, LUMO energy -4.855 eV. Number 2: maximum force 4.5 eV/A, E_HOMO -8.855 eV, LUMO energy 0.038 eV.